56
Properties=species:S:1:pos:R:3 method="wB97M-V/def2-TZVPD" homo_energy_ev=-11.3 e_tot_ev=-37512.0870 lumo_ev=-5.55 de_lowest_ev=1.370 mol_weight_g_mol=431.51 total_charge=+1
C 6.24746 -1.83981 -1.36900
C 5.37506 -2.47881 -2.26056
C 4.59391 -1.73132 -3.14745
C 4.73033 -0.34019 -3.12333
O 3.83266 0.46224 -3.85093
C 2.50810 0.54475 -3.40284
C 2.16269 1.58960 -2.53701
C 0.95267 1.52826 -1.87965
C -0.01441 0.50924 -2.15476
C -1.15114 0.35741 -1.32386
C -2.25991 -0.53111 -1.55129
C -3.57828 -0.02307 -1.37096
C -4.68915 -0.70530 -1.85807
C -4.52966 -1.95605 -2.47263
C -3.25119 -2.53592 -2.52929
C -2.13088 -1.87766 -2.01130
C 0.28820 -0.35864 -3.25689
C 1.55747 -0.38861 -3.81977
C 5.64236 0.31763 -2.29331
C 6.38986 -0.44590 -1.39690
H 6.81466 -2.42778 -0.63967
H 5.26914 -3.56503 -2.25189
H 3.86430 -2.19278 -3.82433
H 2.88149 2.39304 -2.39371
H 0.73716 2.25980 -1.10329
H -1.28916 1.13668 -0.56988
H -3.68178 0.96844 -0.91837
H -5.68211 -0.24906 -1.80246
H -5.40536 -2.47142 -2.87792
H -3.12472 -3.49895 -3.02991
H -1.14683 -2.36325 -1.97294
H -0.47038 -1.05112 -3.61783
H 1.84893 -1.09723 -4.59862
H 5.68723 1.41022 -2.33941
H 7.06617 0.07105 -0.71608
O -0.56932 2.73752 1.79576
C -1.08601 1.76713 2.37709
C -1.79086 1.87342 3.69315
C -2.09004 0.70216 4.42630
C -2.64389 0.79133 5.70754
C -2.89321 2.02232 6.30253
C -2.55388 3.19371 5.60565
C -2.00009 3.11682 4.32114
C -1.73342 -0.66348 3.91300
C -1.63511 -0.76724 2.38950
C -0.95486 0.41639 1.80622
N 0.23769 0.23364 1.16653
N 1.21432 -0.01418 0.61302
H -2.86699 -0.14097 6.22945
H -3.35669 2.06437 7.29100
H -2.72678 4.16185 6.07403
H -1.68898 4.02890 3.81266
H -0.76002 -0.96228 4.34556
H -2.45925 -1.39079 4.29390
H -1.05560 -1.66305 2.15678
H -2.63194 -0.92685 1.94529